[1]
The following is a quantum chemistry calculation of a single C4H10N2O molecule at a distorted geometry, from the Open Molecules 2025 dataset.

Values from the calculation:
Lowest unoccupied orbital energy: 0.84 eV
Gap between HOMO and LUMO: 0.374 Eh
Spin multiplicity: 1

Cartesian coordinates (Å):
O 1.46288 0.82019 1.75911
N -1.16250 0.85650 -1.93373
N 0.38763 1.41682 -0.10908
C 0.20544 0.97995 -1.52897
C 0.36396 -1.99221 1.20824
C -0.33513 -0.61289 1.10536
C 0.63133 0.51670 0.92163
H 0.69547 0.04124 -1.79746
H -1.00554 -0.64771 0.25473
H 0.89814 2.27888 0.00811
H 0.60336 1.79435 -2.13130
H -0.02383 -2.61753 2.00634
H -1.69396 0.18005 -1.40132
H 1.40944 -1.77258 1.43646
H -1.74300 1.68639 -1.97996
H 0.32513 -2.45474 0.21278
H -1.01881 -0.47342 1.96906

Force components x, y, z for each atom (eV/Å):
O -0.07 -0.65 0.05
N -1.08 -0.59 -0.47
N 0.10 -1.05 -0.93
C -1.07 1.11 0.60
C 0.56 0.96 -0.36
C -0.68 -1.38 -0.22
C -0.06 2.00 0.90
H 0.25 0.15 0.44
H -0.16 0.07 -0.13
H 0.33 -0.18 0.01
H 0.40 -0.21 -0.04
H -0.18 -0.15 -0.24
H 0.21 -0.06 -0.08
H 0.02 -0.36 0.09
H 0.63 0.18 0.15
H 0.01 -0.31 0.52
H 0.80 0.47 -0.30



[2]
The following is a quantum chemistry calculation of a 4-piece molecular cluster, H8O4 overall at a distorted geometry, from the Open Molecules 2025 dataset.

Values from the calculation:
Lowest unoccupied orbital energy: 0.40 eV
Gap between HOMO and LUMO: 0.407 Eh
Spin multiplicity: 1

Cartesian coordinates (Å):
O 0.52458 0.72445 -2.36732
O 1.82007 -0.03298 2.11887
O -1.99893 -1.53208 -0.54954
O -0.29903 0.63312 0.19359
H -0.98989 1.20145 0.52870
H 2.40680 -0.70469 1.97469
H -1.45929 -0.94974 -0.23904
H 0.00049 0.64246 -1.53543
H 0.54906 0.50617 0.67425
H -2.86662 -1.25479 -0.03583
H 2.35322 0.65996 1.99435
H -0.04046 0.10667 -2.75728

Force components x, y, z for each atom (eV/Å):
O -0.06 0.76 1.72
O -4.89 -1.26 0.91
O -8.45 -4.65 -1.19
O 0.27 -0.86 -0.73
H 0.62 0.32 0.82
H 1.99 -3.46 -0.53
H 5.97 5.73 2.93
H 1.19 1.04 0.36
H -1.14 0.48 0.46
H 2.47 -1.20 -1.78
H 2.95 4.86 -0.52
H -0.92 -1.78 -2.45